This record from OMol25 describes a single C5H8O molecule. The level of theory is ωB97M-V/def2-TZVPD.

Summary:
**Frontier orbital gap**: 10.543 eV
**Relative energy (zero: lowest compared OMol25 entry of this formula, charge and spin)**: 225.3 kJ/mol
**LUMO level**: 1.002 eV
**SMILES**: C[C@H]1C[C@H]1C=O
**Net charge**: 0
**Spin multiplicity**: 1

Geometry as XYZ:
```
14
Properties=species:S:1:pos:R:3:mulliken_charge:R:1
C 0.870 -0.172 1.443 -1.1391
C 0.746 -0.471 -0.080 -0.1560
C -0.439 -1.037 -1.012 -0.6327
C -0.124 0.423 -0.873 0.2105
C -1.194 1.223 -0.239 -0.2457
O -1.623 2.246 -0.712 -0.4905
H 0.024 0.265 2.009 0.2776
H 1.330 -0.970 2.067 0.3009
H 1.557 0.636 1.185 0.3266
H 1.754 -0.742 -0.395 0.3312
H -1.130 -1.560 -0.367 0.2684
H -0.419 -1.442 -2.053 0.2726
H 0.308 0.869 -1.755 0.3984
H -1.643 0.770 0.673 0.2778
```

---

This record from OMol25 describes a molecular structure, C5H8O. The level of theory is ωB97M-V/def2-TZVPD.

Summary:
**Frontier orbital gap**: 9.328 eV
**Relative energy (zero: lowest compared OMol25 entry of this formula, charge and spin)**: 343.0 kJ/mol
**LUMO level**: 0.886 eV
**Net charge**: 0
**Spin multiplicity**: 1

Geometry as XYZ:
```
14
Properties=species:S:1:pos:R:3:mulliken_charge:R:1
C -1.413 -0.992 -0.471 -1.1736
C -0.533 0.196 -0.805 0.0220
C 0.174 1.067 0.700 -0.8114
C 0.859 0.319 -0.473 0.0125
C 1.612 -0.272 0.639 -0.0269
O 2.771 0.041 0.876 -0.6233
H -0.959 -1.647 0.276 0.2872
H -2.381 -0.647 -0.097 0.3134
H -1.628 -1.602 -1.362 0.3492
H -0.906 0.791 -1.649 0.3562
H -0.512 0.647 1.420 0.3610
H 0.446 2.113 0.828 0.3254
H 1.407 1.040 -1.076 0.3133
H 1.063 -1.054 1.196 0.2950
```

---

This record from OMol25 describes a single C5H8O molecule. The level of theory is ωB97M-V/def2-TZVPD.

Summary:
**Frontier orbital gap**: 9.962 eV
**Relative energy (zero: lowest compared OMol25 entry of this formula, charge and spin)**: 368.1 kJ/mol
**LUMO level**: 0.286 eV
**SMILES**: C#C[C@H](O)CC
**Net charge**: 0
**Spin multiplicity**: 1

Geometry as XYZ:
```
14
Properties=species:S:1:pos:R:3:mulliken_charge:R:1
C -1.200 -1.415 1.347 -0.0653
C -1.372 -0.626 0.440 -0.6731
C -0.449 0.576 0.436 0.3897
O -1.138 1.779 0.665 -0.5036
C 0.487 0.686 -0.742 -0.3950
C 1.175 -0.632 -1.092 -1.1384
H -0.903 -1.871 2.261 0.3685
H 0.196 0.335 1.295 0.1087
H -2.029 1.561 0.963 0.3723
H -0.052 1.091 -1.602 0.2933
H 1.223 1.430 -0.417 0.2658
H 1.648 -1.093 -0.215 0.3039
H 1.953 -0.464 -1.843 0.3498
H 0.459 -1.358 -1.496 0.3236
```

---

This record from OMol25 describes a single C5H8O molecule. The level of theory is ωB97M-V/def2-TZVPD.

Summary:
**Frontier orbital gap**: 10.577 eV
**Relative energy (zero: lowest compared OMol25 entry of this formula, charge and spin)**: 235.1 kJ/mol
**LUMO level**: 0.999 eV
**SMILES**: CC#CCOC
**Net charge**: 0
**Spin multiplicity**: 1

Geometry as XYZ:
```
14
Properties=species:S:1:pos:R:3:mulliken_charge:R:1
C -2.613 1.081 -0.746 -1.2569
C -1.192 0.795 -0.543 0.4364
C -0.017 0.624 -0.333 0.1710
C 1.411 0.496 0.016 -0.6182
O 1.632 -0.295 1.160 -0.3384
C 1.513 -1.672 0.895 -0.6692
H -2.744 2.115 -1.082 0.2830
H -3.069 0.420 -1.489 0.3034
H -3.163 0.965 0.196 0.2864
H 1.804 1.490 0.254 0.2815
H 1.983 0.109 -0.843 0.3411
H 2.345 -2.026 0.266 0.2681
H 1.549 -2.193 1.854 0.2275
H 0.562 -1.908 0.397 0.2842
```

---

This record from OMol25 describes a single C5H8O molecule. The level of theory is ωB97M-V/def2-TZVPD.

Summary:
**Frontier orbital gap**: 11.125 eV
**Relative energy (zero: lowest compared OMol25 entry of this formula, charge and spin)**: 195.1 kJ/mol
**LUMO level**: 1.094 eV
**SMILES**: C1CC2(C1)CO2
**Net charge**: 0
**Spin multiplicity**: 1

Geometry as XYZ:
```
14
Properties=species:S:1:pos:R:3:mulliken_charge:R:1
C -1.521 -0.068 -0.441 -0.3694
C -0.756 -0.318 0.886 -0.7488
C 0.522 0.148 0.192 0.8518
C -0.201 0.364 -1.136 -0.7390
C 1.918 -0.167 0.472 -0.4913
O 1.374 1.117 0.764 -0.5093
H -2.270 0.727 -0.380 0.2428
H -1.994 -0.956 -0.869 0.2622
H -1.045 0.326 1.720 0.2656
H -0.752 -1.357 1.233 0.2564
H -0.170 1.399 -1.488 0.2704
H 0.128 -0.293 -1.947 0.2500
H 2.173 -0.776 1.339 0.2284
H 2.647 -0.187 -0.338 0.2301
```

---

This record from OMol25 describes 2 unconnected molecules or ions with the total composition C5H8O. The level of theory is ωB97M-V/def2-TZVPD.

Summary:
**Frontier orbital gap**: 9.024 eV
**Relative energy (zero: lowest compared OMol25 entry of this formula, charge and spin)**: 489.5 kJ/mol
**LUMO level**: 0.282 eV
**SMILES**: C#CC.C=CO
**Net charge**: 0
**Spin multiplicity**: 1

Geometry as XYZ:
```
14
Properties=species:S:1:pos:R:3:mulliken_charge:R:1
C 0.972 -0.532 1.895 -0.3527
C 1.882 -0.684 1.176 -0.0768
C 2.302 0.013 -0.067 -0.7403
H 0.435 -1.064 2.589 0.3783
H 3.378 -0.198 -0.286 0.3327
H 2.183 1.215 0.195 0.2239
H 1.622 -0.402 -0.778 0.2446
C -1.867 0.624 -1.642 -0.7999
C -1.558 0.164 -0.374 0.6818
O -2.587 -0.441 0.338 -0.4899
H -2.865 0.938 -1.927 0.2670
H -1.070 0.824 -2.404 0.2272
H -0.562 0.125 -0.007 -0.2286
H -2.265 -0.583 1.293 0.3328
```

---

This record from OMol25 describes 2 unconnected molecules or ions with the total composition C5H8O. The level of theory is ωB97M-V/def2-TZVPD.

Summary:
**Frontier orbital gap**: 8.669 eV
**Relative energy (zero: lowest compared OMol25 entry of this formula, charge and spin)**: 384.2 kJ/mol
**LUMO level**: 0.358 eV
**Net charge**: 0
**Spin multiplicity**: 1

Geometry as XYZ:
```
14
Properties=species:S:1:pos:R:3:mulliken_charge:R:1
C 1.959 0.322 -0.348 -1.2221
C 0.552 0.075 0.082 0.6950
C -0.152 -1.066 0.119 -0.2403
C -1.466 -0.852 0.763 -0.6215
O -1.544 0.453 0.970 -0.1000
C -0.337 1.150 0.614 -0.3996
H 2.006 1.083 -1.135 0.3124
H 2.423 -0.596 -0.717 0.3168
H 2.555 0.691 0.496 0.3057
H 0.176 -2.036 -0.243 0.4275
H -2.760 -1.407 -0.633 -0.1277
H -2.882 -1.366 -1.380 0.1400
H 0.028 1.616 1.533 0.2505
H -0.558 1.933 -0.121 0.2633
```

---

This record from OMol25 describes a single C5H8O molecule. The level of theory is ωB97M-V/def2-TZVPD.

Summary:
**Frontier orbital gap**: 9.705 eV
**Relative energy (zero: lowest compared OMol25 entry of this formula, charge and spin)**: 263.0 kJ/mol
**LUMO level**: 0.816 eV
**SMILES**: C=C/C(O)=C/C
**Net charge**: 0
**Spin multiplicity**: 1

Geometry as XYZ:
```
14
Properties=species:S:1:pos:R:3:mulliken_charge:R:1
C -0.296 -1.114 -2.260 -0.6869
C -1.033 -0.950 -1.113 -0.2072
C -0.420 -0.029 0.043 0.3949
O -1.461 -0.049 1.039 -0.5493
C 0.743 0.471 0.350 -0.0925
C 1.059 1.153 1.688 -0.9737
H 0.696 -0.777 -2.356 0.2186
H -0.722 -1.348 -3.183 0.2684
H -2.107 -0.949 -1.055 0.3601
H -1.543 -0.954 1.271 0.3199
H 1.551 0.329 -0.476 0.1155
H 0.305 1.985 1.996 0.2718
H 1.959 1.802 1.561 0.3234
H 1.269 0.428 2.497 0.2370
```

---

This record from OMol25 describes a molecular structure, C5H8O. The level of theory is ωB97M-V/def2-TZVPD.

Summary:
**Frontier orbital gap**: 10.267 eV
**Relative energy (zero: lowest compared OMol25 entry of this formula, charge and spin)**: 218.9 kJ/mol
**LUMO level**: 1.090 eV
**Net charge**: 0
**Spin multiplicity**: 1

Geometry as XYZ:
```
14
Properties=species:S:1:pos:R:3:mulliken_charge:R:1
C 1.186 -0.201 1.292 -1.3529
C 0.353 -0.195 0.068 1.0078
C 0.509 0.632 -1.149 -0.7759
C -0.775 0.714 -0.352 -0.2487
C -1.535 -0.605 -0.438 -0.4190
O -0.349 -1.393 -0.238 -0.4702
H 0.614 -0.559 2.155 0.2907
H 2.045 -0.859 1.147 0.3418
H 1.534 0.814 1.488 0.3301
H 0.537 0.162 -2.128 0.2241
H 1.189 1.468 -1.009 0.2695
H -1.088 1.648 0.120 0.3102
H -2.024 -0.842 -1.378 0.2584
H -2.195 -0.783 0.421 0.2341
```